Record 1
Computed, not measured: a single C15H14ClNO4 molecule at a distorted geometry, with ωB97M-V/def2-TZVPD.

Geometry as ORCA input:
```
! RIJCOSX wB97M-V def2-TZVPD def2/J DEFGRID3
* xyz 0 1
N -0.959 1.351 0.450
C -3.863 -1.073 0.299
O -0.292 -1.492 0.479
H 1.959 1.645 -1.887
C -2.885 -0.090 0.892
C -1.814 0.321 -0.121
H -2.427 -0.548 1.771
O -3.945 -1.378 -0.858
C 2.256 1.165 -0.967
H 1.076 -3.041 0.534
C -0.583 -1.337 -1.723
C 0.345 -2.375 -1.459
O -4.666 -1.584 1.241
H -5.299 -2.205 0.847
H -0.415 1.040 1.243
H 1.243 3.677 -0.393
H 1.914 1.479 2.379
C -0.948 -0.837 -0.511
C 1.843 1.706 0.247
C 0.893 2.871 0.251
H 3.322 -0.409 -1.952
C 0.483 -2.421 -0.109
C 2.219 1.071 1.425
C 2.985 -0.081 1.398
H 0.838 -2.996 -2.178
C -0.414 2.324 -0.327
Cl 4.293 -2.071 0.134
C 3.370 -0.610 0.178
O -0.890 2.690 -1.375
H 3.272 -0.570 2.316
H 0.735 3.253 1.260
C 3.016 0.013 -1.008
H -0.942 -1.014 -2.677
H -3.443 0.788 1.223
H -2.277 0.738 -1.020
*
```

Summary:
frontier orbital gap: 9.201 eV
lowest unoccupied orbital energy: 0.6 eV
energy above the lowest of the compared OMol25 structures with the same formula, charge and spin: 49.6 kJ/mol
SMILES: O=C(O)C[C@@H](NC(=O)Cc1ccc(Cl)cc1)c1ccco1


Record 2
Computed, not measured: a single CH2BrF2N molecule at a distorted geometry, with ωB97M-V/def2-TZVPD.

Geometry as ORCA input:
```
! RIJCOSX wB97M-V def2-TZVPD def2/J DEFGRID3
* xyz 0 1
Br -2.150 -0.191 0.045
F 0.797 -0.508 0.622
F 1.387 1.271 -0.590
N -0.756 0.964 -0.353
H 0.675 1.461 1.175
H -0.702 1.063 -1.405
C 0.470 0.785 0.296
*
```

Summary:
frontier orbital gap: 10.109 eV
lowest unoccupied orbital energy: 0.3 eV
energy above the lowest of the compared OMol25 structures with the same formula, charge and spin: 30.4 kJ/mol
SMILES: FC(F)NBr


Record 3
Computed, not measured: 11 unconnected molecules or ions with the total composition C37H73N7O19 at a distorted geometry, with ωB97M-V/def2-TZVPD.

Geometry as ORCA input:
```
! RIJCOSX wB97M-V def2-TZVPD def2/J DEFGRID3
* xyz -1 2
C -2.785 3.552 -3.863
H -3.783 -2.675 0.892
H -2.165 -1.966 3.447
O -3.820 -1.343 -0.663
H 3.353 2.548 0.689
H -1.756 -0.334 2.769
H -0.470 -1.284 -1.801
C 0.009 -1.057 -5.247
C 3.463 -2.903 5.862
H -1.293 7.499 2.549
O 2.728 -0.175 0.702
H 1.170 -2.548 0.986
H 5.517 -0.243 0.072
N -6.481 1.433 -1.643
O 0.753 3.841 1.535
H 1.936 -3.474 -0.384
C 4.287 3.039 0.960
H -0.688 2.108 -1.620
C -0.690 3.023 -4.598
H -0.488 -2.027 -5.231
O -8.582 0.856 -1.116
H 0.474 7.475 2.302
N 3.140 -3.113 4.571
H 1.668 0.748 -4.180
H 4.628 1.735 4.102
H -5.016 2.737 -2.277
C -5.295 2.254 -1.340
O 5.871 -1.587 1.637
H 5.238 1.107 2.601
N 5.313 -2.192 -0.503
N 1.422 -1.145 -4.907
C -0.707 -1.745 5.601
N 0.554 -4.465 0.661
C 4.438 1.712 3.029
C 0.406 4.996 0.776
O -1.378 3.935 -3.933
H 0.683 0.434 3.767
H -3.639 4.856 -5.356
H 5.252 -0.855 -2.000
C 5.438 -3.613 -0.223
H 2.963 -0.999 4.027
C -6.323 0.513 -2.790
H -3.325 5.758 -3.968
H -1.377 -5.093 0.512
O -1.155 -3.065 0.297
C -0.744 -4.192 0.506
H -5.802 -1.397 1.019
C 5.580 -1.265 0.477
C 2.059 -2.340 -4.771
H 0.098 -6.615 0.746
H -3.376 1.388 -4.293
C -3.694 4.778 -4.270
H -1.680 5.562 1.384
H 4.494 -4.059 -0.536
H -5.073 -4.213 -1.164
H 3.134 -2.308 -4.533
C 4.864 -1.859 -1.827
H 5.490 -3.976 0.804
O -3.081 -0.825 -2.735
H 2.273 0.522 -5.820
O 0.787 3.409 3.768
H 3.204 -0.159 -4.436
C -1.237 1.472 -0.927
H -3.405 -4.300 -0.668
C -3.442 -1.658 -1.903
C -0.010 0.420 4.608
O 1.530 -3.390 -5.052
H -0.792 1.177 4.564
O 0.693 0.724 0.435
C -1.381 -1.231 3.263
H -0.656 7.816 0.917
H -4.442 1.637 -1.057
H -6.726 0.864 -3.739
O 4.847 4.359 4.209
H 5.409 -2.490 -2.529
H -5.461 3.088 -0.658
H 6.170 -4.128 -0.845
H -0.522 -0.434 -4.528
H 5.201 2.701 0.471
H 3.634 -5.247 4.570
H -3.070 3.381 -2.825
C -7.593 1.496 -0.846
C -4.349 -2.520 -0.026
H -6.428 -1.935 -0.528
H -2.142 1.149 -1.443
C -5.796 -2.226 0.311
H 0.558 0.623 5.516
N -0.774 -0.884 4.545
C 0.919 -5.898 0.756
H -0.111 -0.691 -6.267
O 0.436 3.062 -5.043
H 4.589 5.071 2.334
H 1.585 -6.178 -0.061
O -3.762 -2.945 -2.218
C 0.189 -0.477 -1.481
C 3.191 -4.456 3.964
H 2.385 -3.746 1.367
H 3.810 -4.395 3.068
C 2.733 -2.010 3.692
C 1.670 -0.139 0.144
H -1.297 -2.657 5.421
O 3.754 -3.806 6.663
N 4.472 2.986 2.395
H 4.133 4.052 0.588
H -3.533 2.421 -5.605
C -0.494 7.268 1.845
C 0.499 4.108 2.796
O -0.216 5.219 2.888
H 1.276 -5.997 1.781
H 3.389 -2.004 2.821
H -6.855 -0.420 -2.606
H 3.778 -1.936 -1.790
H 3.478 1.244 2.808
H -7.374 2.196 -0.025
H -5.266 0.303 -2.953
C 1.602 -3.492 0.653
H -1.108 -0.295 0.263
H 2.265 -4.765 3.479
O 1.405 -0.920 -0.954
O -1.553 2.035 -5.029
H 1.299 5.603 0.627
H -0.029 4.677 -0.171
C -0.635 5.741 1.636
C -0.430 0.321 -0.326
C -2.903 2.268 -4.729
H -4.689 4.794 -3.825
C 2.214 0.067 -4.832
C 4.676 4.199 3.001
H -1.592 2.197 -0.195
O -0.010 -1.602 6.629
C -4.167 -3.617 -1.043
H 1.693 -2.100 3.378
H -6.219 -3.073 0.852
H -0.652 -1.755 2.644
H 3.363 -1.840 6.130
H 0.256 0.208 -2.326
*
```

Summary:
frontier orbital gap (spin up / spin down): 1.634 / 8.642 eV
lowest unoccupied orbital energy (spin up / spin down): 1.6 / 1.5 eV
expectation value of S²: 0.751


Record 4
Computed, not measured: a molecular structure, C26H31InN2O8 at a distorted geometry, with ωB97M-V/def2-TZVPD.

Geometry as ORCA input:
```
! RIJCOSX wB97M-V def2-TZVPD def2/J DEFGRID3
* xyz 0 1
H 1.532 0.176 -2.822
C -0.540 1.218 7.060
O 1.051 -2.514 7.735
C -0.017 -0.053 7.315
H -2.338 1.249 3.724
N -1.506 1.800 7.958
C 1.952 -1.562 0.792
O -2.036 2.882 7.619
H -0.066 1.784 -3.000
C 0.668 -0.112 -2.184
C -2.173 0.686 0.435
H 2.011 -1.253 -5.791
C 0.525 -3.133 1.708
H -0.783 1.315 -1.452
H -0.824 -1.513 -4.339
H 0.644 -2.823 -0.514
C 0.573 1.266 4.894
C -1.010 -1.259 -3.282
C -1.835 -0.586 0.971
H -0.645 -1.569 -6.064
H -1.590 -0.101 -6.510
H -1.734 -1.985 -2.884
C -1.846 -0.474 2.389
H -1.598 -1.484 0.395
C -0.257 1.885 5.848
C -2.155 0.870 2.723
C -2.324 1.599 1.516
C 0.871 -0.629 6.403
C 0.556 0.189 -6.467
C 1.842 -0.584 -6.640
O 1.700 1.340 2.777
H 1.762 -1.189 -7.546
H 1.136 -2.734 3.822
H 1.634 2.652 -5.816
H 1.772 -0.462 4.440
H -0.665 -1.009 -7.730
O -1.753 1.235 9.045
H -2.393 0.905 -0.607
H -1.741 0.619 -4.153
C 0.531 1.471 -7.324
O -0.091 2.673 3.049
H 0.996 -0.137 -1.123
H 2.493 -0.942 0.084
C 0.657 2.173 -5.970
C 1.142 0.017 5.182
H -2.593 2.648 1.431
H 2.682 0.108 -6.757
H -0.220 -3.920 1.829
O 2.267 -2.434 5.906
H 1.388 1.568 -7.988
C 1.246 -2.509 2.766
C 2.132 -1.547 2.198
H -0.331 -0.607 8.191
H 2.845 -0.929 2.732
H -0.175 2.851 -5.741
O 0.216 -1.434 -2.560
N 1.430 -1.934 6.691
C -1.553 0.185 -3.165
O 0.565 0.927 -5.210
H -0.708 2.855 5.635
C 0.981 -2.563 0.483
H -0.412 1.641 -7.847
In 0.646 2.212 0.855
C -0.448 0.939 -2.422
C -0.667 -0.668 -6.686
H -2.497 0.178 -2.606
H -1.669 -1.281 3.095
C 0.745 1.815 3.504
*
```

Summary:
frontier orbital gap (spin up / spin down): 5.962 / 6.297 eV
lowest unoccupied orbital energy (spin up / spin down): -2.2 / -1.7 eV
energy above the lowest of the compared OMol25 structures with the same formula, charge and spin: 1.4 kJ/mol


These records have DFT total energy values of -37985.5476 -78035.9177 -88885.2258 -51987.9348 eV, in the order they appear.